No. 1
Formula: C35H48ClF12IInO14S
Source: OMol25
Level of theory: wB97M-V/def2-TZVPD

Values from the calculation:
Orbital gap in eV: 7.36
Charge: -1
Energy in hartree: -4960.5970

CARTESIAN COORDINATES (ANGSTROEM)
C  2.626  -7.048  -0.720
C  1.368  -7.006  0.095
O  1.122  -7.738  1.015
O  0.442  -6.062  -0.333
C  0.477  -4.806  0.274
O  0.861  -4.707  1.416
C  -0.003  -3.667  -0.518
In  1.729  -2.205  -0.514
I  3.738  -3.526  -1.987
C  1.192  -0.411  -1.658
C  2.392  0.574  -1.668
C  3.164  0.597  -2.997
C  2.843  1.811  -3.889
S  1.985  1.583  -5.451
O  0.799  2.386  -5.455
O  2.930  1.762  -6.515
Cl  1.379  -0.350  -5.486
C  2.208  -1.813  1.608
O  3.182  -0.766  1.815
C  3.898  -0.819  2.970
C  3.230  -0.961  4.177
C  3.904  -0.950  5.386
C  3.157  -1.113  6.684
C  5.279  -0.770  5.354
C  5.941  -0.623  4.149
C  5.288  -0.662  2.923
C  6.041  -0.485  1.607
C  5.451  -1.293  0.442
C  7.511  -0.926  1.775
H  2.503  -6.517  -1.659
H  2.886  -8.088  -0.908
H  3.434  -6.587  -0.153
H  -0.257  -3.960  -1.536
H  -0.866  -3.250  -0.002
H  0.986  -0.740  -2.677
H  0.287  0.038  -1.252
H  3.106  0.291  -0.893
H  2.048  1.576  -1.399
H  3.044  -0.341  -3.532
H  4.224  0.673  -2.758
H  2.247  2.547  -3.355
H  3.769  2.288  -4.206
H  1.267  -1.518  2.083
H  2.534  -2.739  2.084
H  2.153  -1.068  4.175
H  2.158  -1.500  6.493
H  3.686  -1.766  7.376
H  3.052  -0.142  7.175
H  5.844  -0.733  6.278
H  7.011  -0.477  4.197
H  6.051  0.584  1.398
H  6.204  -1.577  -0.290
H  4.933  -2.174  0.813
H  4.720  -0.693  -0.097
H  7.518  -1.896  2.281
H  7.983  -1.079  0.808
H  8.093  -0.252  2.403
C  8.233  2.092  -4.946
C  6.745  2.194  -4.694
O  6.421  1.842  -3.333
C  6.585  2.789  -2.424
O  6.970  3.907  -2.600
C  6.137  2.251  -1.050
F  6.623  1.031  -0.827
F  4.799  2.192  -1.013
F  6.543  3.056  -0.074
H  8.594  1.096  -4.689
H  8.445  2.282  -5.997
H  8.782  2.816  -4.345
H  6.196  1.480  -5.304
H  6.366  3.191  -4.912
C  -2.707  -6.984  0.802
C  -3.065  -5.580  0.370
O  -4.504  -5.387  0.377
C  -5.058  -5.124  1.541
O  -4.532  -5.013  2.607
C  -6.577  -4.927  1.346
F  -7.100  -5.862  0.549
F  -6.815  -3.726  0.786
F  -7.214  -4.967  2.510
H  -3.216  -7.715  0.172
H  -1.631  -7.131  0.722
H  -3.006  -7.164  1.835
H  -2.742  -5.407  -0.654
H  -2.590  -4.835  1.006
C  -6.715  -0.590  1.367
C  -6.902  -0.487  -0.128
O  -7.644  0.703  -0.487
C  -6.956  1.828  -0.540
O  -5.794  1.990  -0.325
C  -7.890  2.975  -0.981
F  -9.058  2.938  -0.330
F  -8.146  2.881  -2.293
F  -7.326  4.157  -0.751
H  -7.678  -0.548  1.877
H  -6.229  -1.530  1.616
H  -6.100  0.226  1.745
H  -7.502  -1.312  -0.505
H  -5.949  -0.494  -0.655
C  -8.577  6.879  -0.315
C  -8.901  8.243  -0.880
O  -9.284  9.175  0.158
C  -8.295  9.748  0.820
O  -7.123  9.594  0.660
C  -8.876  10.735  1.857
F  -9.898  10.196  2.526
F  -9.319  11.835  1.233
F  -7.944  11.095  2.730
H  -9.416  6.504  0.272
H  -8.377  6.187  -1.125
H  -7.702  6.919  0.333
H  -9.764  8.196  -1.541
H  -8.065  8.655  -1.445

---

No. 2
Formula: C15H31MgNO2P2
Source: OMol25
Level of theory: wB97M-V/def2-TZVPD

Values from the calculation:
Orbital gap (alpha / beta) in eV: 3.40 / 3.40
Charge: 0
Energy in hartree: -1677.8228
Energy above the lowest of the compared OMol25 structures with the same formula, charge and spin in kJ/mol: 182.8

CARTESIAN COORDINATES (ANGSTROEM)
P  1.922  1.039  0.015
P  -0.852  0.183  -1.830
C  1.695  1.496  -1.780
C  0.206  1.664  -2.098
H  2.174  0.735  -2.421
H  2.236  2.444  -1.926
H  -0.226  2.487  -1.504
H  0.075  1.931  -3.159
C  -0.618  -0.841  -3.300
H  -1.450  -1.556  -3.363
H  0.333  -1.390  -3.247
H  -0.614  -0.201  -4.193
C  -2.549  0.788  -1.865
H  -2.695  1.372  -2.790
H  -2.753  1.522  -1.047
H  -3.289  -0.033  -1.901
C  3.720  0.691  0.186
H  3.893  0.313  1.204
H  4.302  1.610  0.046
H  4.053  -0.074  -0.529
C  1.995  2.847  0.586
H  1.157  3.440  0.195
H  2.928  3.279  0.191
H  2.015  2.933  1.678
Mg  -3.414  0.052  0.206
C  0.013  -0.788  -0.423
C  1.536  -0.798  -0.357
C  2.031  -1.958  0.510
C  1.239  -2.291  1.796
C  1.320  -1.245  2.857
C  0.989  0.039  2.683
C  -0.199  0.568  1.980
C  -0.775  -0.273  0.825
C  -3.515  -0.797  2.126
H  -0.319  -1.814  -0.656
H  1.969  -0.932  -1.360
H  3.098  -1.844  0.747
H  1.956  -2.856  -0.129
H  0.207  -2.556  1.549
H  1.700  -3.202  2.202
H  1.792  -1.584  3.788
H  1.583  0.822  3.186
H  -0.011  1.609  1.676
H  -1.054  0.668  2.683
H  -1.300  -1.126  1.282
H  -1.554  0.450  0.457
H  -4.469  -0.376  2.481
H  -2.717  -0.602  2.848
H  -3.629  -1.878  1.968
O  -3.765  -1.858  -0.710
N  -5.010  -1.641  -0.861
O  -5.357  -0.470  -0.498

---

No. 3
Formula: C4H8BrNO2
Source: OMol25
Level of theory: wB97M-V/def2-TZVPD

Values from the calculation:
Orbital gap (alpha / beta) in eV: 9.12 / 5.46
Charge: 0
Energy in hartree: -2936.1791
Energy above the lowest of the compared OMol25 structures with the same formula, charge and spin in kJ/mol: 725.6

CARTESIAN COORDINATES (ANGSTROEM)
C  -1.424  1.073  -0.608
C  -0.227  -0.099  1.506
C  2.908  -1.252  -1.008
C  -0.214  0.893  0.332
N  0.904  1.451  0.142
O  1.892  1.087  0.895
O  1.041  2.305  -0.755
Br  3.833  -0.131  0.009
H  -2.443  1.271  -0.041
H  -1.277  1.905  -1.183
H  -1.565  0.150  -1.127
H  0.327  0.094  2.378
H  0.338  -1.093  1.213
H  -1.219  -0.281  1.700
H  2.350  -2.016  -0.360
H  2.702  -0.952  -2.003

---

No. 4
Formula: C5H6O
Source: OMol25
Level of theory: wB97M-V/def2-TZVPD

Values from the calculation:
Orbital gap in eV: 8.65
Charge: 0
Structure (SMILES): C=C1C=COC1
Energy in hartree: -269.2452
Energy above the lowest of the compared OMol25 structures with the same formula, charge and spin in kJ/mol: 265.2

CARTESIAN COORDINATES (ANGSTROEM)
C  0.714  -1.328  -0.974
C  0.361  -0.163  -0.367
C  -1.097  -0.080  -0.233
O  -1.353  0.747  0.926
C  -0.146  1.304  1.221
C  0.898  0.910  0.453
H  1.537  -1.489  -1.645
H  -1.318  -1.169  -0.449
H  0.211  -2.226  -0.612
H  -1.594  0.412  -1.076
H  -0.150  1.960  2.090
H  1.939  1.123  0.665

---

No. 5
Formula: C17H30BrCaN9O5S
Source: OMol25
Level of theory: wB97M-V/def2-TZVPD

Values from the calculation:
Orbital gap (alpha / beta) in eV: 2.73 / 2.72
Charge: -2
Energy in hartree: -5184.6019
Energy above the lowest of the compared OMol25 structures with the same formula, charge and spin in kJ/mol: 593.3

CARTESIAN COORDINATES (ANGSTROEM)
Ca  -0.168  0.036  0.057
C  -2.958  4.018  3.600
C  -1.750  3.160  3.313
C  -0.659  3.142  4.144
C  0.434  2.344  3.837
C  0.361  1.601  2.688
Br  1.782  0.429  2.151
N  -0.670  1.594  1.884
C  -1.711  2.352  2.175
H  -2.823  4.583  4.520
H  -3.852  3.407  3.703
H  -3.135  4.720  2.790
H  -0.650  3.757  5.040
H  1.313  2.301  4.464
H  -2.526  2.308  1.446
C  -2.125  -4.723  2.286
N  -2.354  -3.298  2.396
C  -2.367  -2.802  3.740
C  -1.726  -2.444  1.432
N  -0.980  -1.476  1.689
N  -2.071  -2.882  0.145
C  -1.773  -2.455  -1.158
N  -2.469  -3.329  -2.077
N  -1.032  -1.515  -1.492
H  -2.692  -5.233  3.067
H  -1.062  -4.988  2.396
H  -2.463  -5.108  1.326
H  -3.055  -3.407  4.335
H  -2.724  -1.772  3.745
H  -1.376  -2.825  4.228
H  -0.813  -1.241  2.656
H  -2.939  -3.391  0.159
H  -2.333  -4.308  -1.852
H  -2.170  -3.143  -3.021
H  -0.940  -1.338  -2.485
O  -3.156  0.527  -2.175
S  -2.476  1.082  -0.989
O  -3.168  2.295  -0.472
O  -1.101  1.509  -1.424
O  -2.491  0.069  0.094
C  1.276  0.433  -5.757
C  0.491  1.399  -4.888
N  0.561  0.945  -3.535
C  1.706  0.506  -2.959
N  1.735  0.157  -1.729
C  3.037  -0.298  -1.269
C  4.150  0.585  -1.841
C  4.144  0.406  -3.340
N  2.799  0.466  -3.844
C  2.712  0.513  -5.281
H  1.215  0.672  -6.820
H  0.882  -0.571  -5.611
H  -0.553  1.480  -5.172
H  0.946  2.398  -4.997
H  -0.281  0.944  -2.944
H  3.206  -1.329  -1.588
H  3.008  -0.326  -0.191
H  5.133  0.314  -1.453
H  3.948  1.625  -1.574
H  4.590  -0.567  -3.595
H  4.757  1.181  -3.831
H  3.304  -0.307  -5.712
H  3.158  1.453  -5.645
O  1.097  -1.643  0.135

---

No. 6
Formula: C25H19BrCl3GeN10O3PPdS
Source: OMol25
Level of theory: wB97M-V/def2-TZVPD

Values from the calculation:
Spin multiplicity: 6
Orbital gap (alpha / beta) in eV: 7.76 / 5.94
Charge: +1
Energy in hartree: -8636.0072
<S²>: 8.78
Energy above the lowest of the compared OMol25 structures with the same formula, charge and spin in kJ/mol: 103.1

CARTESIAN COORDINATES (ANGSTROEM)
Pd  -2.183  -0.324  0.568
O  -0.693  -2.327  3.066
S  0.030  -1.390  2.262
O  0.218  -1.775  0.839
O  -0.477  -0.005  2.286
C  1.700  -1.269  2.801
C  2.158  -1.694  4.030
C  3.504  -1.503  4.331
C  4.354  -0.886  3.416
C  3.874  -0.464  2.180
C  2.534  -0.670  1.879
P  1.800  -0.226  0.300
C  2.284  -1.273  -1.032
C  1.983  -0.926  -2.358
C  2.240  -1.827  -3.374
C  2.774  -3.077  -3.078
C  3.047  -3.434  -1.763
C  2.795  -2.543  -0.737
C  1.935  1.529  0.016
C  1.226  2.338  0.913
C  1.267  3.715  0.775
C  2.005  4.285  -0.256
C  2.716  3.484  -1.140
C  2.687  2.105  -1.011
H  1.477  -2.170  4.723
H  3.890  -1.836  5.284
H  5.396  -0.735  3.663
H  4.536  0.012  1.466
H  1.524  0.027  -2.592
H  2.004  -1.564  -4.397
H  2.963  -3.783  -3.875
H  3.442  -4.414  -1.537
H  2.986  -2.830  0.289
H  0.661  1.878  1.720
H  0.725  4.344  1.470
H  2.037  5.361  -0.362
H  3.306  3.936  -1.926
H  3.262  1.488  -1.686
N  -0.936  2.596  -1.115
C  -0.770  1.367  -1.734
N  -0.212  1.240  -2.926
N  -0.202  -0.073  -3.145
N  -0.749  -0.688  -2.140
N  -1.106  0.197  -1.208
C  -1.500  2.815  0.067
N  -1.553  4.050  0.642
N  -2.152  3.876  1.762
N  -2.486  2.549  1.918
N  -2.085  1.898  0.880
H  -0.552  3.399  -1.602
Cl  -2.552  -2.750  -0.270
Ge  -0.598  -3.208  -1.322
Cl  -1.273  -3.823  -3.274
Cl  0.061  -5.029  -0.332
Br  -4.221  -0.597  2.512
C  -5.085  -0.219  0.871
C  -6.457  -0.168  0.738
C  -6.955  0.077  -0.533
C  -6.081  0.253  -1.598
C  -4.722  0.185  -1.360
N  -4.241  -0.036  -0.134
H  -7.102  -0.323  1.589
H  -8.024  0.123  -0.691
H  -6.444  0.433  -2.599
H  -3.990  0.299  -2.149

---

Repeat the fifth record exactly.
Formula: C17H30BrCaN9O5S
Source: OMol25
Level of theory: wB97M-V/def2-TZVPD

Values from the calculation:
Orbital gap (alpha / beta) in eV: 2.73 / 2.72
Charge: -2
Energy in hartree: -5184.6019
Energy above the lowest of the compared OMol25 structures with the same formula, charge and spin in kJ/mol: 593.3

CARTESIAN COORDINATES (ANGSTROEM)
Ca  -0.168  0.036  0.057
C  -2.958  4.018  3.600
C  -1.750  3.160  3.313
C  -0.659  3.142  4.144
C  0.434  2.344  3.837
C  0.361  1.601  2.688
Br  1.782  0.429  2.151
N  -0.670  1.594  1.884
C  -1.711  2.352  2.175
H  -2.823  4.583  4.520
H  -3.852  3.407  3.703
H  -3.135  4.720  2.790
H  -0.650  3.757  5.040
H  1.313  2.301  4.464
H  -2.526  2.308  1.446
C  -2.125  -4.723  2.286
N  -2.354  -3.298  2.396
C  -2.367  -2.802  3.740
C  -1.726  -2.444  1.432
N  -0.980  -1.476  1.689
N  -2.071  -2.882  0.145
C  -1.773  -2.455  -1.158
N  -2.469  -3.329  -2.077
N  -1.032  -1.515  -1.492
H  -2.692  -5.233  3.067
H  -1.062  -4.988  2.396
H  -2.463  -5.108  1.326
H  -3.055  -3.407  4.335
H  -2.724  -1.772  3.745
H  -1.376  -2.825  4.228
H  -0.813  -1.241  2.656
H  -2.939  -3.391  0.159
H  -2.333  -4.308  -1.852
H  -2.170  -3.143  -3.021
H  -0.940  -1.338  -2.485
O  -3.156  0.527  -2.175
S  -2.476  1.082  -0.989
O  -3.168  2.295  -0.472
O  -1.101  1.509  -1.424
O  -2.491  0.069  0.094
C  1.276  0.433  -5.757
C  0.491  1.399  -4.888
N  0.561  0.945  -3.535
C  1.706  0.506  -2.959
N  1.735  0.157  -1.729
C  3.037  -0.298  -1.269
C  4.150  0.585  -1.841
C  4.144  0.406  -3.340
N  2.799  0.466  -3.844
C  2.712  0.513  -5.281
H  1.215  0.672  -6.820
H  0.882  -0.571  -5.611
H  -0.553  1.480  -5.172
H  0.946  2.398  -4.997
H  -0.281  0.944  -2.944
H  3.206  -1.329  -1.588
H  3.008  -0.326  -0.191
H  5.133  0.314  -1.453
H  3.948  1.625  -1.574
H  4.590  -0.567  -3.595
H  4.757  1.181  -3.831
H  3.304  -0.307  -5.712
H  3.158  1.453  -5.645
O  1.097  -1.643  0.135